Entry 1:
The following is a quantum chemistry calculation of 2 unconnected molecules or ions with the total composition C9H13NO2 at a distorted geometry, from OMol25.

XYZ file:
```
25
Properties=species:S:1:pos:R:3
C -0.97 -2.85 -1.13
C -0.30 -2.08 -0.03
C -0.54 -0.67 0.05
C -0.13 0.11 1.12
C 0.41 -0.57 2.20
O 0.84 0.18 3.30
C 0.55 -1.93 2.25
C 0.32 -2.66 1.09
H -0.66 -2.47 -2.16
H -2.10 -2.69 -1.13
H -0.55 -3.93 -0.98
H -1.15 -0.13 -0.75
H -0.35 1.14 1.27
H 0.75 -0.42 3.98
H 0.66 -2.49 3.17
H 0.50 -3.76 0.95
C 0.64 1.76 -1.68
C 0.49 3.05 -1.01
N -0.54 3.90 -1.33
O 1.37 3.55 -0.31
H 1.62 1.79 -2.19
H -0.13 1.64 -2.51
H 0.73 0.89 -0.98
H -0.41 4.88 -1.07
H -1.06 3.75 -2.12
```

Output
HOMO-LUMO gap (eV): 9.27
Energy relative to the best compared isomer or geometry (same formula, charge and spin) (kcal/mol): 37.4
SMILES: Cc1ccc(O)cc1.CC(N)=O

Results of the Mulliken charge analysis, in e, for atoms 1 through 2: atom 1 (C): -1.043, atom 2 (C): 0.465

***

Entry 2:
The following is a quantum chemistry calculation of C9H13NO2 in the gas phase at a distorted geometry, from OMol25.

XYZ file:
```
25
Properties=species:S:1:pos:R:3
C -2.24 0.44 1.14
C -2.11 -1.01 0.36
C -1.39 -0.57 -0.87
N 0.07 -0.42 -0.77
C 0.65 -1.62 -0.43
C 1.88 -1.94 -0.09
C 2.96 -0.79 0.11
O 4.05 -0.90 0.67
C 2.25 0.60 -0.31
O 3.01 1.66 0.01
C 0.81 0.69 -0.42
C -0.02 2.09 -0.26
H -2.40 0.28 2.27
H -1.11 0.91 1.08
H -3.13 1.16 0.46
H -3.13 -1.28 -0.05
H -1.75 -1.92 1.05
H -1.83 0.32 -1.44
H -1.67 -1.29 -1.52
H -0.15 -2.42 -0.31
H 1.93 -3.06 -0.01
H 4.11 1.49 -0.04
H -0.48 2.61 -1.21
H 0.62 3.10 0.01
H -0.93 1.88 0.58
```

Output
HOMO-LUMO gap (eV): 8.42
Energy relative to the best compared isomer or geometry (same formula, charge and spin) (kcal/mol): 168.1
SMILES: CCCn1ccc(=O)c(O)c1C

Results of the Mulliken charge analysis, in e, for atoms 1 through 2: atom 1 (C): -0.755, atom 2 (C): -0.109

***

Entry 3:
The following is a quantum chemistry calculation of a molecular structure, C9H13NO3S at a distorted geometry, from OMol25.

XYZ file:
```
27
Properties=species:S:1:pos:R:3
C 3.54 0.89 0.22
C -1.33 1.30 0.45
C -0.31 -0.29 1.79
C -1.61 -0.10 0.91
C 0.05 0.97 -0.26
C -1.43 -1.00 -0.38
C -0.32 -0.27 -1.12
C 0.89 0.38 1.00
C -2.69 -1.02 -1.18
N 4.40 1.64 -0.27
O 2.40 -1.99 0.60
O 2.85 0.08 -0.60
O 0.82 -1.16 -1.20
S 1.70 -0.83 0.13
H 3.24 1.03 1.26
H -2.08 1.81 -0.35
H -1.27 2.10 1.21
H -0.38 0.37 2.68
H -0.17 -1.22 2.30
H -2.54 -0.34 1.50
H 0.59 1.73 -0.86
H -1.18 -2.06 -0.36
H -0.59 -0.06 -2.10
H -3.34 -0.04 -1.44
H -3.44 -1.64 -0.63
H -2.34 -1.65 -2.06
H 4.55 1.37 -1.25
```

Output
HOMO-LUMO gap (spin up / spin down) (eV): 4.87 / 8.23
Energy relative to the best compared isomer or geometry (same formula, charge and spin) (kcal/mol): 104.5
2S+1: 3

Results of the Mulliken charge analysis, in e, for atoms 1 through 2: atom 1 (C): 0.132, atom 2 (C): -0.958